Molecular formula: C31H47BN6OPtS4
Method: DFT, the ωB97M-V functional and the def2-TZVPD basis

Last column: Löwdin spin population.
Atoms and positions in Å:
Pt -1.184768 -16.132930 9.364251  0.877
C -5.932131 -17.994992 10.410528  0.006
C -5.325587 -16.727988 10.930776  0.009
C -5.902398 -15.871010 11.841719  0.009
C -5.281096 -14.641163 12.162833  0.003
N -4.028372 -14.383625 11.894936  0.016
N -3.337227 -15.493276 11.434908  0.017
B -1.836254 -15.470406 11.594383  -0.001
N -1.170786 -14.107692 11.731750  0.021
N -0.936304 -13.693925 13.007974  0.016
C -0.364945 -12.492501 13.231138  0.005
C -0.026999 -11.615938 12.183846  0.007
C -0.132345 -12.085029 10.880198  0.013
C 0.352040 -11.162695 9.779166  0.009
C -0.718385 -13.383509 10.682871  0.027
S -0.899899 -13.903360 9.051893  0.291
C -0.313679 -12.023399 14.675528  0.000
C -0.913209 -10.645813 14.852290  0.000
C 1.137603 -11.941827 15.173784  0.000
C -1.115449 -12.959425 15.635694  0.000
N -1.192495 -16.583203 12.453638  0.010
N -2.019323 -17.061272 13.434571  0.010
C -1.534155 -18.039307 14.112457  0.002
C -0.380395 -18.779603 13.769396  0.005
C 0.390188 -18.355012 12.723726  0.010
C 1.657167 -19.031273 12.325299  0.010
C -0.072384 -17.229396 12.028755  0.035
S 0.699729 -16.798116 10.505710  0.318
C -2.318333 -18.533292 15.322084  0.000
C -3.171607 -19.704358 14.860985  0.000
C -1.416514 -18.788668 16.495063  0.000
C -3.345505 -17.470501 15.761408  0.000
C -3.928459 -16.507237 10.726496  0.032
S -3.014600 -17.437413 9.590129  0.219
C -6.151013 -13.437973 12.611893  0.000
C -7.040950 -13.854397 13.799105  0.000
C -5.217391 -12.340550 13.151598  0.000
C -7.018948 -12.943838 11.475178  0.000
H -6.998766 -17.859257 10.408744  0.000
H -5.662056 -18.227616 9.351392  0.003
H -5.713044 -18.896607 11.059086  0.000
H -6.879530 -16.053175 12.238157  0.001
H 0.311963 -10.633505 12.347351  0.000
H 1.295917 -10.659906 10.215678  0.001
H 0.625725 -11.752043 8.874838  0.005
H -0.522304 -10.471747 9.533472  0.000
H -0.411421 -9.839692 14.248592  0.000
H -1.978533 -10.553481 14.476595  0.000
H -1.042409 -10.303451 15.879426  0.000
H 1.737790 -11.190587 14.671335  0.000
H 1.165241 -11.769773 16.315416  0.000
H 1.544015 -13.022373 15.196625  0.000
H -2.093811 -13.079787 15.264658  0.000
H -0.607902 -13.943644 15.621171  0.000
H -1.069559 -12.557629 16.696101  0.000
H -0.186927 -19.732021 14.235430  0.000
H 1.937245 -19.830657 13.060815  0.001
H 1.540389 -19.545002 11.401278  0.002
H 2.561735 -18.404592 12.248310  0.002
H -2.778597 -20.723828 14.753578  0.000
H -3.964405 -19.839447 15.630461  0.000
H -3.710733 -19.431675 13.912196  0.000
H -0.783708 -19.655395 16.373520  0.000
H -0.733392 -17.985938 16.813338  0.000
H -2.033929 -19.082218 17.429455  0.000
H -4.261450 -17.413504 15.162969  0.000
H -3.662221 -17.519319 16.833631  0.000
H -2.915543 -16.478731 15.681090  0.000
H -6.469316 -14.195342 14.716034  0.000
H -7.641609 -13.002292 14.133564  0.000
H -7.732261 -14.688470 13.594677  0.000
H -4.731152 -12.597364 14.137666  0.000
H -4.365918 -12.242113 12.438668  0.000
H -5.789929 -11.418207 13.252380  0.000
H -7.736193 -13.760554 11.212112  0.000
H -7.600067 -12.061917 11.808413  0.000
H -6.510790 -12.586279 10.571257  0.000
O -5.932847 -13.048681 8.648925  0.000
S -4.791295 -12.797513 7.720337  0.000
C -3.675183 -11.558631 8.495454  0.004
C -3.529839 -10.377374 7.514654  0.000
C -4.847421 -10.190355 6.727220  0.000
C -5.554529 -11.551921 6.527806  0.000
H -2.758921 -12.228327 8.676380  0.003
H -4.088329 -11.319127 9.491433  0.000
H -2.664692 -10.639019 6.871909  0.000
H -3.404939 -9.418036 8.029671  0.000
H -4.683403 -9.717803 5.763653  0.000
H -5.469269 -9.496681 7.360013  0.000
H -5.158060 -12.025589 5.611081  0.000
H -6.620661 -11.552074 6.501054  0.000

Atoms 1-2, force components in eV/Å:
Pt 0.0 0.7 1.3
C -0.2 -0.7 -0.3

## Properties
Orbital gap (spin up / spin down) = 6.16 / 4.74 eV
Energy above the lowest of the compared OMol25 structures with the same formula, charge and spin = 0.0 kcal per mole
Charge = +2
Spin multiplicity = 3
⟨S²⟩ = 2.01
HOMO level (spin up / spin down) = -13.04 / -13.04 eV
Largest force on an atom = 0.0653 hartree/bohr